DFT (ωB97M-V/def2-TZVPD) results for a cluster of 2 separate species, CHClFNO2 in total.

Output
E_LUMO (spin up / spin down) = -0.009 / -0.065 Eh
orbital gap (spin up / spin down) = 0.38177 / 0.23220 Ha
electronic energy = -803.79435 Eh

```
! wB97M-V def2-TZVPD RIJCOSX def2/J DEFGRID3
* xyz 0 1
C 1.40 0.11 -0.20
O -1.13 -0.41 0.74
N -2.29 -0.25 0.46
O -2.95 -0.06 -0.52
H 0.96 -0.61 0.46
F 1.61 -0.05 -1.46
Cl 2.40 1.27 0.52
*
```